Density functional theory data (the ωB97M-V functional and the def2-TZVPD basis) for a cluster of 2 separate species, C4H14N3 in total.

Each line ends with the natural charge from an NBO analysis.
Geometry (Å):
C1 -0.06 0.72 -1.64  -0.436
C2 -0.37 -1.47 -0.60  0.684
N1 0.29 -0.68 -1.42  -0.535
N2 -1.61 -1.17 -0.25  -0.753
N3 0.22 -2.57 -0.08  -0.778
H1 1.27 -0.91 -1.52  0.424
H2 -2.14 -0.45 -0.67  0.430
H3 -2.15 -1.85 0.28  0.424
H4 -0.32 -3.01 0.64  0.412
H5 0.82 -3.19 -0.61  0.436
H6 0.74 1.23 -2.14  0.253
H7 -0.38 1.17 -0.70  0.221
H8 -0.95 0.84 -2.27  0.217
C3 1.07 2.94 1.54  -0.607
C4 0.39 1.67 2.10  -0.613
H9 0.49 3.83 1.78  0.214
H10 2.03 3.18 2.00  0.218
H11 1.15 2.90 0.45  0.186
H12 -0.65 1.76 1.81  0.196
H13 0.51 1.68 3.18  0.226
H14 0.87 0.79 1.68  0.183

## Properties
- energy above the lowest of the compared OMol25 structures with the same formula, charge and spin (kcal per mole) = 8.3
- charge = +1
- HOMO (eV) = -14.7
- E (eV) = -8839.664
- strongest force on any atom (eV/A) = 1.41
- orbital gap (eV) = 11.5
- E_LUMO (eV) = -3.141